(1)
11
Properties=species:S:1:pos:R:3:nbo_charge:R:1 method="wB97M-V/def2-TZVPD" energy_ha=-1430.699949 total_charge=+3 homo_ha="-0.863 / -0.778" spin_multiplicity=5 homo_lumo_gap_ev="10.47 / 5.04" lumo_ha="-0.4785 / -0.5925"
O -3.13 0.26 0.43 0.074
C -1.97 0.49 0.30 0.411
C -1.02 -0.47 -0.41 -0.160
H -1.26 0.95 1.16 0.352
H -0.96 -1.35 0.23 0.308
H -1.42 -0.77 -1.39 0.320
O 0.21 0.24 -0.68 -0.415
C 1.27 0.05 0.04 0.965
O 1.10 -0.08 1.31 -0.114
O 2.36 0.50 -0.33 -0.722
Er 4.82 0.18 -0.67 1.981

***

(2)
13
Properties=species:S:1:pos:R:3:nbo_charge:R:1 method="wB97M-V/def2-TZVPD" energy_ha=-428.020846 homo_ha=-0.300 spin_multiplicity=1 homo_lumo_gap_ev=8.61 lumo_ha=0.0162
C -0.14 -0.74 -0.05 0.613
C -2.41 -0.57 -0.04 0.279
H 3.05 -0.80 -0.45 0.389
H 2.15 -0.21 1.39 0.334
H -3.46 -0.96 0.05 0.226
H 0.35 1.88 -1.04 0.351
H 1.12 1.65 0.41 0.412
N 2.19 -0.27 0.02 -0.731
N 1.04 -1.29 -0.20 -0.421
N -2.03 0.66 0.05 -0.214
N -0.68 0.52 -0.08 -0.136
N 0.10 1.64 -0.04 -0.657
O -1.27 -1.52 0.00 -0.447

***

(3)
186
Properties=species:S:1:pos:R:3:mulliken_charge:R:1 method="wB97M-V/def2-TZVPD" energy_ha=-8857.757121 total_charge=-1 homo_ha=-0.206 spin_multiplicity=1 homo_lumo_gap_ev=4.30 lumo_ha=-0.0484
C 0.57 5.63 1.99 -1.294
C 0.46 5.53 0.44 1.843
N 0.07 6.90 -0.31 0.661
C -1.31 7.42 0.10 -1.002
C 1.07 8.07 0.07 -0.479
C 2.46 7.96 -0.58 -1.157
C 0.07 6.72 -1.91 -1.005
C -0.93 5.75 -2.58 0.850
O -2.25 6.27 -2.69 -0.540
C -3.22 5.31 -3.18 -0.408
H -0.39 5.99 2.36 0.490
H 1.23 6.42 2.34 0.298
H 0.91 4.73 2.49 -0.131
H -0.36 4.86 0.16 -0.655
H 1.34 5.26 -0.14 -0.542
H -1.13 7.99 1.01 0.487
H -2.02 6.59 0.16 0.238
H -1.66 8.12 -0.66 0.389
H 1.32 8.04 1.13 0.308
H 0.61 9.03 -0.15 0.519
H 2.41 8.16 -1.65 0.348
H 2.93 6.99 -0.40 0.114
H 3.10 8.75 -0.19 0.471
H 1.05 6.34 -2.16 0.091
H -0.03 7.74 -2.28 0.652
H -0.90 4.85 -1.97 -0.805
H -0.61 5.59 -3.61 0.680
H -3.00 4.38 -2.67 -0.192
H -3.13 5.10 -4.24 0.386
H -4.29 5.51 -3.07 0.351
C 2.67 -4.29 0.61 -1.053
C 2.86 -5.37 -0.53 -0.174
N 2.25 -6.80 -0.27 0.924
C 0.73 -6.65 0.03 -1.448
C 2.46 -7.71 -1.52 -0.523
C 2.23 -7.13 -2.93 -1.267
C 3.04 -7.52 0.87 -0.542
C 2.78 -8.98 1.24 -0.832
O 3.09 -9.84 0.16 -0.279
C 2.99 -11.24 0.49 -0.792
H 3.16 -4.47 1.57 0.323
H 1.62 -4.24 0.88 -0.049
H 2.92 -3.30 0.22 0.402
H 3.92 -5.48 -0.72 0.370
H 2.32 -5.07 -1.42 0.207
H 0.22 -7.61 0.10 0.435
H 0.37 -6.14 -0.86 0.451
H 0.55 -6.00 0.89 0.440
H 1.67 -8.42 -1.25 0.473
H 3.43 -8.22 -1.55 0.441
H 2.98 -6.34 -2.96 0.256
H 1.24 -6.68 -3.01 0.214
H 2.34 -7.85 -3.74 0.427
H 2.77 -7.00 1.79 0.387
H 4.11 -7.41 0.72 0.351
H 1.73 -9.12 1.47 0.390
H 3.19 -9.24 2.22 0.505
H 2.18 -11.37 1.20 0.338
H 3.96 -11.58 0.87 0.263
H 2.82 -11.87 -0.38 0.266
C -1.38 -0.44 -1.45 0.172
N -0.13 0.45 -1.66 1.100
C 1.05 -0.19 -0.91 -0.183
C 0.22 0.76 -3.17 -0.077
C -0.39 1.89 -1.06 -0.158
C -0.44 2.05 0.52 -0.799
O 0.76 2.15 1.15 1.992
H -2.28 0.15 -1.64 -0.722
H -1.28 -0.82 -0.44 -0.128
H -1.42 -1.21 -2.23 0.482
H 0.73 -0.22 0.13 -0.224
H 1.91 0.43 -1.19 -0.010
H 1.25 -1.25 -1.08 0.298
H -0.60 1.33 -3.61 0.073
H 0.39 -0.19 -3.68 0.154
H 1.18 1.27 -3.16 -0.137
H -1.30 2.26 -1.54 0.084
H 0.44 2.46 -1.46 -0.324
H -0.94 1.26 1.08 0.826
H -1.01 2.94 0.80 0.283
H 0.47 2.20 2.06 -0.750
C -5.10 -0.45 -2.58 -0.607
N -5.71 -0.78 -1.20 1.201
C -4.60 -1.15 -0.29 -0.217
C -6.34 0.42 -0.63 -1.227
C -6.69 -1.99 -1.30 -0.447
C -7.03 -2.82 -0.03 -0.675
O -7.56 -2.01 0.99 -0.532
H -5.83 -0.14 -3.33 0.495
H -4.42 -1.24 -2.90 0.279
H -4.54 0.48 -2.53 -0.246
H -4.97 -1.38 0.71 0.551
H -3.87 -0.34 -0.32 -0.580
H -4.18 -2.09 -0.64 0.178
H -6.90 0.17 0.27 0.237
H -7.02 0.90 -1.33 0.309
H -5.52 1.12 -0.43 0.462
H -6.21 -2.55 -2.10 0.323
H -7.66 -1.65 -1.67 0.429
H -6.22 -3.39 0.43 0.336
H -7.82 -3.56 -0.15 0.421
H -7.50 -2.52 1.80 0.336
C 5.26 4.72 0.62 -0.807
N 4.71 3.72 1.57 0.292
C 4.19 2.56 1.12 -0.044
C 3.66 1.59 1.95 -0.789
C 3.93 1.68 3.37 0.965
C 4.55 2.91 3.80 -0.848
C 4.91 3.87 2.86 -0.541
C 3.50 0.65 4.34 0.402
C 4.14 0.51 5.55 -0.799
C 3.65 -0.40 6.51 -0.519
N 2.70 -1.34 6.24 0.231
C 2.01 -1.13 5.03 -0.315
C 2.38 -0.14 4.14 -0.085
C 2.21 -2.30 7.28 -1.017
H 6.33 4.85 0.74 0.394
H 4.76 5.67 0.79 0.357
H 5.03 4.38 -0.40 0.133
H 3.98 2.53 0.06 0.463
H 3.25 0.68 1.54 0.671
H 4.84 3.10 4.82 0.402
H 5.34 4.76 3.29 0.417
H 4.93 1.17 5.89 0.459
H 3.99 -0.55 7.52 0.479
H 1.16 -1.79 4.93 0.306
H 1.69 0.08 3.34 0.317
H 1.51 -3.02 6.85 0.343
H 1.71 -1.73 8.06 0.395
H 2.98 -3.02 7.56 0.375
C -2.32 -5.32 -2.20 0.484
F -2.16 -6.04 -3.32 -0.233
F -2.09 -6.07 -1.05 -0.248
F -1.57 -4.19 -2.24 -0.070
S -4.22 -4.80 -2.16 1.187
O -4.50 -4.43 -0.77 -0.711
O -4.39 -3.71 -3.12 -0.659
O -4.89 -6.07 -2.45 -0.713
C -4.10 2.25 -5.18 0.581
F -5.20 2.10 -4.40 -0.223
F -4.37 2.95 -6.26 -0.266
F -3.20 2.91 -4.61 -0.217
S -3.39 0.51 -5.75 1.039
O -2.57 0.04 -4.66 -0.528
O -4.53 -0.34 -6.07 -0.691
O -2.52 0.83 -6.87 -0.687
C -1.34 -3.88 2.54 0.279
F -1.08 -4.21 1.32 -0.085
F -2.64 -4.12 2.81 -0.212
F -0.56 -4.58 3.29 -0.250
S -0.86 -1.99 2.65 1.048
O -1.86 -1.26 1.76 -0.413
O -0.98 -1.58 4.07 -0.745
O 0.53 -1.91 2.19 -0.613
C -4.14 2.39 2.16 0.466
F -2.93 2.30 2.73 -0.162
F -4.65 1.20 1.77 -0.155
F -4.86 3.10 2.99 -0.244
S -4.01 3.53 0.62 1.133
O -3.39 2.69 -0.42 -0.640
O -5.38 3.80 0.28 -0.691
O -3.31 4.75 1.02 -0.735
C 4.12 2.88 -3.49 0.483
F 3.75 1.60 -3.53 -0.184
F 5.19 3.06 -2.69 -0.238
F 4.41 3.34 -4.69 -0.219
S 2.66 3.93 -2.77 1.106
O 1.43 3.53 -3.47 -0.551
O 2.66 3.56 -1.36 -0.429
O 3.12 5.34 -2.95 -0.733
C -1.14 3.42 5.45 0.527
F -1.32 3.96 6.65 -0.214
F -1.87 2.30 5.25 -0.176
F -1.47 4.32 4.50 -0.207
S 0.69 2.89 5.24 1.161
O 0.98 1.80 6.24 -0.722
O 0.78 2.50 3.81 -1.346
O 1.51 4.12 5.54 -0.796
C 4.61 -2.96 -4.10 0.439
F 4.53 -3.37 -5.35 -0.217
F 5.23 -3.91 -3.43 -0.234
F 5.27 -1.80 -3.99 -0.197
S 2.87 -2.71 -3.38 1.108
O 3.07 -2.44 -1.97 -0.596
O 2.36 -1.60 -4.16 -0.561
O 2.20 -3.99 -3.63 -0.723

***

(4)
39
Properties=species:S:1:pos:R:3:nbo_charge:R:1 method="wB97M-V/def2-TZVPD" energy_ha=-3490.470005 homo_ha=-0.392 spin_multiplicity=1 homo_lumo_gap_ev=10.65 lumo_ha=-0.0006
N 0.08 -3.65 0.96 -0.258
C -0.73 -3.07 1.53 0.235
C -1.72 -2.32 2.29 -0.351
Br -3.30 -2.03 1.20 0.104
C -1.15 -1.00 2.90 -0.324
C -1.26 0.15 1.98 0.277
N -1.36 1.05 1.28 -0.285
C 0.31 -1.13 3.39 -0.390
C 0.40 -2.04 4.63 -0.497
C 1.82 -2.42 5.01 0.982
F 2.08 -3.71 4.75 -0.322
F 2.04 -2.24 6.32 -0.322
F 2.74 -1.70 4.36 -0.325
H -2.07 -2.95 3.11 0.267
H -1.78 -0.77 3.77 0.258
H 0.95 -1.51 2.58 0.245
H 0.67 -0.13 3.64 0.242
H -0.05 -1.53 5.49 0.237
H -0.17 -2.97 4.47 0.229
C 1.55 3.40 -4.18 -0.610
C 0.21 2.70 -4.42 -0.398
C -0.66 2.59 -3.17 -0.395
C -0.03 1.80 -2.02 -0.405
C 0.36 0.36 -2.36 -0.397
C -0.82 -0.50 -2.78 -0.611
H 2.16 2.85 -3.47 0.201
H 2.12 3.48 -5.11 0.208
H 1.39 4.40 -3.79 0.200
H 0.39 1.70 -4.83 0.193
H -0.35 3.25 -5.19 0.199
H -1.62 2.15 -3.44 0.199
H -0.88 3.60 -2.81 0.199
H -0.74 1.78 -1.18 0.220
H 0.85 2.33 -1.64 0.197
H 0.84 -0.08 -1.48 0.200
H 1.12 0.36 -3.15 0.191
H -1.58 -0.53 -1.99 0.201
H -0.51 -1.53 -2.97 0.209
H -1.30 -0.13 -3.69 0.199